Entry 1:
A molecular structure, C43H58NO3P3S5SbSiTi at a distorted geometry. Source: OMol25; level of theory: wB97M-V/def2-TZVPD.

Properties
total charge	-2
frontier orbital gap (alpha / beta)	5.5 / 6.2	eV
E_tot	-6348.23048	Ha
spin multiplicity	2

Geometry as XYZ:
```
116
Properties=species:S:1:pos:R:3:lowdin_spin:R:1
Ti -0.449 -1.286 -0.054 0.81
C 4.341 -2.232 1.875 0.00
C 4.318 -0.970 1.022 0.00
C 4.349 0.260 1.916 0.00
P 2.776 -0.997 -0.079 0.00
C 3.340 -2.369 -1.271 0.00
C 4.806 -2.541 -1.671 0.00
C 2.480 -2.292 -2.528 0.00
C 3.042 0.571 -0.988 0.00
C 4.223 0.845 -1.671 0.00
C 4.367 2.017 -2.387 0.00
C 3.309 2.903 -2.463 0.00
C 2.134 2.630 -1.785 0.00
C 1.991 1.493 -1.003 0.00
Si 0.404 1.090 0.008 0.00
C -0.769 2.651 -0.112 0.00
C -0.258 3.945 -0.104 0.00
C -1.052 5.055 -0.326 0.00
C -2.402 4.891 -0.573 0.00
C -2.945 3.621 -0.544 0.00
C -2.149 2.503 -0.299 0.00
P -2.858 0.815 -0.065 0.00
C -4.642 1.230 0.475 0.00
C -4.690 2.224 1.635 0.00
C -5.365 -0.032 0.946 0.00
C -3.120 0.336 -1.876 0.00
C -3.130 1.488 -2.876 0.00
C -4.275 -0.631 -2.129 0.00
C 1.186 1.456 1.769 0.00
C 2.017 2.547 2.000 0.00
C 2.498 2.850 3.261 0.00
C 2.160 2.041 4.334 0.00
C 1.375 0.923 4.122 0.00
C 0.905 0.610 2.847 0.00
P -0.194 -0.824 2.526 0.01
C -1.683 -0.306 3.583 0.00
C -1.896 1.197 3.413 0.00
C -1.675 -0.665 5.066 0.00
C 0.595 -2.312 3.371 0.00
C -0.493 -3.393 3.469 0.00
C 1.403 -2.211 4.663 0.00
H 5.244 -2.270 2.488 0.00
H 4.296 -3.127 1.261 0.00
H 3.476 -2.239 2.536 0.00
H 5.203 -0.930 0.379 0.00
H 3.523 0.237 2.623 0.00
H 4.270 1.171 1.326 0.00
H 5.283 0.296 2.480 0.00
H 3.045 -3.279 -0.725 0.00
H 5.128 -1.746 -2.337 0.00
H 4.896 -3.483 -2.216 0.00
H 5.475 -2.595 -0.814 0.00
H 2.582 -1.328 -3.028 0.00
H 1.433 -2.440 -2.265 0.00
H 2.752 -3.083 -3.230 0.00
H 5.043 0.142 -1.651 0.00
H 5.296 2.224 -2.904 0.00
H 3.391 3.803 -3.058 0.00
H 1.300 3.304 -1.902 0.00
H 0.793 4.096 0.081 0.00
H -0.612 6.043 -0.318 0.00
H -3.034 5.746 -0.777 0.00
H -4.005 3.506 -0.724 0.00
H -5.178 1.648 -0.385 0.00
H -4.499 1.700 2.566 0.00
H -5.683 2.669 1.702 0.00
H -3.963 3.025 1.538 0.00
H -4.744 -0.580 1.652 0.00
H -5.604 -0.709 0.135 0.00
H -6.296 0.241 1.446 0.00
H -2.210 -0.228 -2.076 0.00
H -3.951 2.182 -2.699 0.00
H -3.239 1.079 -3.883 0.00
H -2.189 2.036 -2.849 0.00
H -5.243 -0.132 -2.069 0.00
H -4.246 -1.456 -1.416 0.00
H -4.172 -1.060 -3.127 0.00
H 2.310 3.172 1.169 0.00
H 3.129 3.716 3.410 0.00
H 2.508 2.279 5.333 0.00
H 1.112 0.306 4.966 0.00
H -2.524 -0.831 3.105 0.00
H -1.090 1.762 3.878 0.00
H -2.831 1.503 3.881 0.00
H -1.928 1.459 2.355 0.00
H -0.913 -0.098 5.596 0.00
H -1.511 -1.727 5.213 0.00
H -2.643 -0.413 5.502 0.00
H 1.302 -2.618 2.580 0.00
H -0.789 -3.568 4.503 0.00
H -0.151 -4.342 3.056 0.00
H -1.389 -3.100 2.910 0.00
H 0.791 -1.907 5.508 0.00
H 2.241 -1.526 4.556 0.00
H 1.807 -3.201 4.882 0.00
S -2.225 -4.859 -2.176 0.00
Sb -1.622 -4.193 -0.075 0.00
S -2.573 -2.070 0.634 -0.01
S 0.630 -3.369 0.297 0.03
S -2.078 -5.817 1.457 0.00
O -0.689 -1.676 -1.764 -0.01
C -0.354 -0.955 -2.768 0.06
N 0.347 0.167 -2.586 0.04
S 0.725 0.838 -4.013 0.00
O 0.213 2.188 -4.111 0.01
O 2.135 0.708 -4.317 0.00
C -0.212 -0.301 -5.020 0.01
C -0.445 -0.368 -6.368 0.00
C -1.221 -1.416 -6.855 0.01
C -1.726 -2.379 -5.978 0.00
C -1.492 -2.319 -4.622 0.01
C -0.719 -1.261 -4.128 0.00
H -0.027 0.379 -7.028 0.00
H -1.424 -1.487 -7.914 0.00
H -2.318 -3.194 -6.371 0.00
H -1.889 -3.075 -3.958 0.00
```

=====

Entry 2:
A molecular structure, C3H19O8 at a distorted geometry. Source: OMol25; level of theory: wB97M-V/def2-TZVPD.

Properties
total charge	-1
frontier orbital gap	8.7	eV
E_tot	-727.56766	Ha

Geometry as XYZ:
```
30
Properties=species:S:1:pos:R:3:lowdin_charge:R:1
C -0.868 -1.468 -0.914 -0.16
C -0.944 -1.349 -2.451 -0.24
O 0.292 -1.021 -3.137 -0.11
C -1.198 -0.214 -0.069 -0.46
O -0.950 -0.186 1.186 -0.26
H 0.201 -1.730 -0.594 0.11
H -1.544 -2.315 -0.600 0.12
H -1.193 -2.359 -2.850 0.11
H -1.555 -0.468 -2.801 0.13
H 0.929 -1.625 -2.793 0.03
H -0.610 0.583 -0.454 0.07
H -2.304 0.065 -0.395 0.13
H 0.875 -0.818 1.319 0.04
H 0.044 -1.776 1.919 0.06
O 1.061 -1.668 1.880 -0.17
H 2.374 -0.426 -2.177 0.04
H 2.437 -0.151 -0.675 0.01
O 2.468 -0.872 -1.313 -0.06
H 1.333 1.310 -0.501 0.05
H 0.592 2.415 -1.486 0.03
O 1.302 1.812 -1.393 -0.07
H -0.398 2.154 2.988 0.01
H -0.560 0.863 1.836 0.10
O 0.117 1.929 2.174 -0.29
H 2.213 2.225 0.423 -0.06
H 1.770 1.730 1.869 -0.03
O 2.464 2.055 1.293 -0.06
H -2.232 0.878 2.308 -0.08
H -3.357 -0.100 2.462 0.06
O -2.757 0.526 2.947 -0.05
```

=====

Entry 3:
C4H7NO2 in the gas phase at a distorted geometry. Source: OMol25; level of theory: wB97M-V/def2-TZVPD.

Properties
frontier orbital gap	11.0	eV
E_tot	-361.69746	Ha
SMILES	C=C[C@@]1(C)ON1O

Geometry as XYZ:
```
14
Properties=species:S:1:pos:R:3:lowdin_charge:R:1
C 0.565 -1.353 -0.336 0.01
C 0.465 0.074 0.151 -0.58
C 0.050 1.083 -0.884 -0.09
C -1.205 1.245 -1.264 0.03
O 1.440 0.565 0.994 0.03
O -0.201 -0.768 2.231 -0.01
N 0.050 0.380 1.475 0.00
H -0.315 -0.446 3.136 0.11
H 0.865 1.643 -1.318 0.11
H 0.967 -1.986 0.452 0.08
H 1.228 -1.390 -1.197 0.09
H -0.424 -1.707 -0.614 0.09
H -2.011 0.692 -0.810 0.07
H -1.474 1.968 -2.015 0.05
```

=====

Entry 4:
C18H16ClNO4S in the gas phase at a distorted geometry. Source: OMol25; level of theory: wB97M-V/def2-TZVPD.

Properties
frontier orbital gap	8.9	eV
E_tot	-1909.57712	Ha

Geometry as XYZ:
```
41
Properties=species:S:1:pos:R:3:lowdin_charge:R:1
O -1.552 -0.525 1.982 0.07
C -1.448 -0.407 0.777 -0.48
N -2.410 0.150 -0.001 0.07
H -2.285 0.209 -0.997 0.14
C -3.650 0.648 0.558 -0.10
C -4.823 -0.138 0.073 -0.26
C -5.401 -1.282 0.538 -0.02
C -6.456 -1.585 -0.357 -0.06
C -6.437 -0.607 -1.301 -0.13
O -5.452 0.272 -1.053 0.04
H -7.049 -0.427 -2.163 0.12
H -7.132 -2.414 -0.301 0.10
H -5.112 -1.832 1.409 0.11
H -3.555 0.552 1.642 0.13
H -3.776 1.701 0.287 0.13
C -0.254 -0.854 0.033 -0.20
C 0.125 -0.779 -1.286 0.01
C 1.388 -1.395 -1.375 0.00
C 1.699 -1.802 -0.104 -0.33
O 0.712 -1.473 0.744 0.09
C 2.881 -2.493 0.434 -0.22
H 2.776 -2.677 1.500 0.10
H 3.072 -3.428 -0.093 0.10
S 4.466 -1.518 0.179 0.94
O 4.498 -1.191 -1.241 -0.52
C 3.980 0.043 1.108 -0.25
C 3.076 0.946 0.347 -0.27
C 1.837 1.310 0.864 -0.07
C 1.020 2.161 0.141 -0.65
C 1.400 2.639 -1.102 -0.11
C 2.635 2.276 -1.609 -0.06
C 3.478 1.451 -0.886 -0.05
H 4.442 1.183 -1.286 0.11
H 2.947 2.649 -2.572 0.11
H 0.744 3.293 -1.653 0.10
Cl -0.504 2.637 0.806 0.74
H 1.511 0.942 1.825 0.12
H 4.941 0.525 1.294 0.09
H 3.550 -0.281 2.053 0.10
H 2.001 -1.508 -2.245 0.12
H -0.416 -0.338 -2.098 0.12
```

=====

Entry 5:
C4H6O2 in the gas phase. Source: OMol25; level of theory: wB97M-V/def2-TZVPD.

Properties
frontier orbital gap	11.4	eV
E_tot	-306.45961	Ha
SMILES	O=COC1CC1

Geometry as XYZ:
```
12
Properties=species:S:1:pos:R:3:lowdin_charge:R:1
O -2.202 1.372 0.802 0.07
C -2.052 0.179 0.819 -0.34
O -0.931 -0.482 0.513 0.02
C 0.181 0.296 0.098 -0.30
C 0.819 -0.118 -1.186 -0.08
C 1.485 -0.420 0.135 -0.09
H -2.827 -0.553 1.092 0.15
H 0.102 1.343 0.365 0.15
H 0.357 -0.950 -1.708 0.11
H 1.238 0.650 -1.829 0.10
H 1.455 -1.449 0.479 0.11
H 2.375 0.132 0.421 0.10
```

=====

Entry 6:
A molecular structure, C26H68AlFN5O7 at a distorted geometry. Source: OMol25; level of theory: wB97M-V/def2-TZVPD.

Properties
total charge	-1
frontier orbital gap	6.9	eV
E_tot	-2174.17051	Ha

Geometry as XYZ:
```
108
Properties=species:S:1:pos:R:3:lowdin_charge:R:1
C -4.973 -1.038 -2.489 -0.07
C -5.597 -2.335 -1.993 -0.24
O -5.908 -2.342 -0.609 -0.04
C -4.857 -2.767 0.185 -0.52
O -4.767 -3.861 0.496 0.20
C -3.920 -1.679 0.627 -0.11
C -2.690 -2.175 1.388 -0.27
C -1.424 -2.146 0.490 -0.28
Al -0.022 -3.552 0.883 0.18
F 0.991 -3.022 2.262 -0.37
H -5.264 -0.197 -1.883 0.08
H -3.897 -1.111 -2.529 0.07
H -5.290 -0.855 -3.506 0.05
H -4.989 -3.181 -2.293 0.12
H -6.539 -2.448 -2.507 0.11
H -4.517 -1.053 1.287 0.12
H -3.652 -1.080 -0.227 0.09
H -2.542 -1.461 2.187 0.09
H -2.865 -3.132 1.858 0.07
H -0.943 -1.179 0.620 0.03
H -1.732 -2.193 -0.551 0.03
H 0.934 -3.618 -0.404 -0.08
H -0.626 -4.989 1.297 -0.10
C -5.325 3.145 -7.460 -0.07
C -6.001 2.758 -6.148 -0.43
C -5.441 1.472 -5.521 -0.22
O -5.879 0.276 -6.136 -0.20
C -5.155 -0.111 -7.290 -0.10
N -7.449 2.677 -6.368 0.04
H -5.647 2.517 -8.290 0.06
H -5.574 4.174 -7.721 0.07
H -4.238 3.074 -7.378 0.08
H -5.815 3.567 -5.436 0.13
H -5.803 1.416 -4.491 0.11
H -4.344 1.499 -5.466 0.12
H -4.097 0.150 -7.210 0.09
H -5.581 0.339 -8.191 0.07
H -5.240 -1.193 -7.386 0.09
H -7.911 2.519 -5.477 0.07
H -7.631 1.824 -6.893 0.07
C -2.649 -4.569 5.474 -0.07
C -1.475 -3.805 4.868 -0.43
C -0.101 -4.348 5.278 -0.19
O 0.306 -3.996 6.599 -0.19
C -0.205 -4.821 7.622 -0.13
N -1.617 -2.381 5.188 0.04
H -2.798 -4.331 6.528 0.06
H -3.572 -4.312 4.952 0.07
H -2.503 -5.648 5.382 0.08
H -1.544 -3.912 3.785 0.11
H 0.642 -3.905 4.611 0.11
H -0.045 -5.435 5.138 0.12
H -0.299 -5.861 7.294 0.09
H -1.175 -4.458 7.977 0.07
H 0.492 -4.783 8.461 0.08
H -0.890 -1.867 4.696 0.07
H -1.381 -2.265 6.171 0.06
C 2.963 3.553 1.109 -0.07
C 2.556 2.257 1.804 -0.43
C 1.913 1.225 0.865 -0.20
O 0.568 1.506 0.523 -0.19
C 0.390 2.414 -0.543 -0.11
N 1.685 2.583 2.938 0.04
H 2.108 4.190 0.885 0.06
H 3.633 4.129 1.750 0.06
H 3.491 3.349 0.175 0.08
H 3.467 1.801 2.201 0.13
H 1.885 0.265 1.388 0.13
H 2.518 1.072 -0.038 0.12
H 1.173 2.307 -1.301 0.09
H 0.362 3.447 -0.184 0.07
H -0.573 2.194 -1.005 0.09
H 1.494 1.732 3.460 0.07
H 0.778 2.844 2.558 0.07
C 5.223 8.767 3.982 -0.07
C 4.832 8.898 2.514 -0.43
C 4.478 7.559 1.848 -0.21
O 5.592 6.753 1.513 -0.19
C 6.101 5.961 2.571 -0.11
N 5.902 9.602 1.799 0.03
H 6.226 8.361 4.107 0.06
H 5.211 9.746 4.462 0.07
H 4.524 8.123 4.519 0.08
H 3.935 9.522 2.471 0.13
H 3.984 7.778 0.897 0.12
H 3.760 6.990 2.453 0.12
H 5.307 5.615 3.237 0.09
H 6.855 6.507 3.143 0.07
H 6.586 5.090 2.129 0.09
H 5.602 9.780 0.844 0.07
H 6.678 8.952 1.695 0.07
C 5.240 -5.565 -3.488 -0.08
C 4.655 -4.182 -3.221 -0.44
C 4.233 -3.959 -1.760 -0.22
O 3.020 -4.571 -1.400 -0.24
C 3.106 -5.930 -1.033 -0.11
N 3.544 -3.949 -4.149 0.03
H 4.472 -6.337 -3.517 0.06
H 5.747 -5.579 -4.455 0.07
H 5.970 -5.837 -2.722 0.07
H 5.439 -3.450 -3.445 0.13
H 4.064 -2.886 -1.622 0.12
H 5.035 -4.244 -1.065 0.12
H 4.044 -6.152 -0.512 0.09
H 3.001 -6.584 -1.905 0.07
H 2.273 -6.135 -0.360 0.08
H 3.219 -2.992 -4.037 0.07
H 2.759 -4.510 -3.826 0.07
```

=====

> Which formula does entry 3 have?

C4H7NO2

=====

> The highest E_tot belongs to which entry?

C4H6O2

=====

> What is the formula in the fourth record?

C18H16ClNO4S

=====

> Number 1 is which compound?

C43H58NO3P3S5SbSiTi